Entry 1:
H24O12 | ωB97M-V with the def2-TZVPD basis set

Last column: Löwdin charge in e.
Geometry (Å):
H  -0.7312  -0.5273  -0.8959  0.01
H  0.6451  -0.4770  -0.0352  0.08
H  -5.5063  -1.6517  -1.6072  0.02
H  -4.5957  -2.5165  -0.6163  0.06
H  1.9998  -1.9441  2.1545  -0.03
H  2.4141  -1.3509  3.3802  0.04
H  4.4450  1.9387  0.5921  0.04
H  3.0969  2.7072  0.7851  -0.02
H  -0.1751  -4.0302  4.1498  0.06
H  -0.8938  -2.8580  3.2274  0.08
H  1.9745  0.7715  -2.9824  0.05
H  1.4508  2.0657  -3.7474  0.10
H  -2.0290  -0.8045  -3.9868  0.02
H  -2.0034  -0.0153  -2.5844  0.07
H  -1.2737  2.5102  3.0612  0.10
H  -0.6846  1.5410  2.0709  -0.02
H  2.4887  2.3615  -1.9696  0.01
H  1.3982  1.4792  -1.1029  0.05
H  -0.4168  -1.6366  -4.5017  0.04
H  -0.2900  -2.8898  -3.8026  0.04
H  -1.3984  2.9902  0.0092  0.06
H  -2.1654  1.7257  0.0097  0.08
H  0.5225  0.1855  3.4398  0.06
H  0.9332  0.3475  4.9575  0.04
O  -0.3612  -0.3781  -0.0166  -0.07
O  -5.5246  -2.3692  -0.9616  -0.08
O  2.7385  -1.4672  2.4418  -0.06
O  3.6429  2.0462  1.1247  -0.04
O  -0.4588  -3.7924  3.2215  -0.13
O  2.2615  1.5853  -3.4139  -0.09
O  -1.7973  0.0402  -3.5863  -0.07
O  -0.6766  2.4495  2.2467  -0.09
O  1.6952  2.3849  -1.4192  -0.12
O  0.1537  -2.4872  -4.5815  -0.09
O  -1.7008  2.3586  0.6757  -0.14
O  0.8220  -0.2927  4.2638  -0.07

Cartesian forces (eV/Å) of the 3 atoms listed first:
0.71 -0.12 0.15
-2.17 0.04 -0.27
0.28 -0.15 0.22

Its energy relative to the best compared isomer or geometry (same formula, charge and spin) is 6.8463 eV. For the frontier orbital gap, the calculation gives 8.378 eV. Its charge is 0. The LUMO energy comes out at -0.950 eV. Its SMILES is O.O.O.O.O.O.O.O.O.O.O.O. Its HOMO energy is -0.34279 hartree. For the calculated total energy, the calculation gives -24954.848 eV.



Entry 2:
C15H32N5NbO | ωB97M-V with the def2-TZVPD basis set

Last column: Löwdin charge in e.
Geometry (Å):
Nb  -0.1839  0.5670  0.5676  1.86
N  -1.4795  2.0783  1.1540  -0.40
N  1.5471  1.4468  1.1587  -0.37
N  -0.7308  -1.5861  0.2577  -0.14
N  1.3587  -1.0674  -0.1701  -0.10
H  -0.7358  3.9956  0.5797  0.07
C  -1.1671  3.4735  1.4430  -0.16
H  -0.5017  3.5942  2.3140  0.08
H  -2.1245  3.9707  1.6818  0.07
H  -3.4344  2.6880  1.4077  0.07
C  -2.8409  1.7800  1.5845  -0.17
H  -2.8951  1.5629  2.6657  0.08
H  -3.3058  0.9585  1.0240  0.06
C  2.2969  2.4191  0.3864  -0.17
H  3.3075  2.0306  0.1607  0.07
H  1.7988  2.6371  -0.5632  0.06
H  2.4124  3.3696  0.9388  0.09
H  3.2626  0.6310  2.0862  0.07
C  2.2900  1.0747  2.3560  -0.16
H  2.4712  1.9544  2.9969  0.09
H  1.7446  0.3430  2.9485  0.04
C  -2.0502  -2.0764  -0.1243  -0.48
H  -2.5811  -1.2761  -0.6672  0.12
C  -2.8998  -2.3162  1.1190  -0.08
H  -2.9007  -1.4316  1.7650  0.05
H  -3.9301  -2.5198  0.7939  0.08
H  -2.5078  -3.1678  1.6925  0.09
C  -2.1106  -3.2663  -1.1119  -0.06
H  -3.1675  -3.5732  -1.1890  0.08
H  -1.7828  -2.9573  -2.1169  0.08
H  -1.5107  -4.1182  -0.7691  0.07
H  3.3493  -1.5098  -2.9672  0.08
C  2.3519  -1.5110  -2.4928  -0.05
H  1.9796  -2.5448  -2.4585  0.07
H  1.6798  -0.9047  -3.1219  0.06
C  2.4794  -0.8732  -1.1016  -0.46
H  2.5015  0.2061  -1.3163  0.10
C  3.8258  -1.1298  -0.4249  -0.07
H  3.6979  -1.4621  0.6080  0.07
H  4.4005  -1.8808  -0.9850  0.07
H  4.3718  -0.1769  -0.4131  0.07
H  0.6874  -3.1177  -0.3568  0.14
C  0.4837  -2.0589  -0.0744  -0.23
C  -0.7107  1.2118  -1.4587  -0.33
H  -1.7981  1.2557  -1.2756  0.04
H  -0.2967  2.2111  -1.1463  0.03
C  -0.4426  0.9464  -2.9056  -0.27
H  0.5687  1.2533  -3.1717  0.08
C  -1.3167  0.5038  -3.8412  -0.02
H  -2.3162  0.1921  -3.5423  0.05
H  -1.0189  0.1545  -4.8148  0.04
O  -0.9038  -1.1731  4.6887  0.07
C  -0.7132  -0.6626  3.6347  -0.48
N  -0.5095  -0.1480  2.5666  -0.06

Cartesian forces (eV/Å) of the 3 atoms listed first:
1.50 0.38 2.24
0.62 -1.00 -0.26
-1.39 -0.05 -0.15

Its energy relative to the best compared isomer or geometry (same formula, charge and spin) is 0.0000 eV. For the frontier orbital gap (spin up / spin down), the calculation gives 7.474 / 7.475 eV. Its charge is 0. The LUMO energy (spin up / spin down) comes out at -0.539 / -0.538 eV. Its HOMO energy (spin up / spin down) is -0.29446 / -0.29446 hartree. For the calculated total energy, the calculation gives -27120.455 eV.



Entry 3:
C3H6LuO5 | ωB97M-V with the def2-TZVPD basis set

Last column: Löwdin spin population.
Geometry (Å):
C  -0.5308  1.3243  -0.3278  0.00
C  -0.3400  -0.0216  0.3617  0.00
O  -1.2242  -0.9723  -0.2467  0.00
C  -1.1755  -2.2311  0.1529  0.00
O  -0.3700  -2.6105  1.0476  0.00
O  -1.9225  -3.0605  -0.4395  0.00
O  0.2723  2.2949  0.2540  0.00
Lu  -1.1987  -4.9700  0.8741  0.00
H  -1.5940  1.6148  -0.2449  0.00
H  -0.3207  1.1955  -1.4093  0.00
H  -0.5733  0.0605  1.4327  0.00
H  0.6984  -0.3633  0.2501  0.00
H  1.3193  2.4453  -0.2493  0.00
O  3.1701  2.9446  -0.9425  0.98
H  3.7895  2.3494  -0.5132  0.02

Cartesian forces (eV/Å) of the 3 atoms listed first:
-0.33 -0.85 -1.14
0.33 -0.06 0.47
-0.27 0.27 -0.23

For the frontier orbital gap (spin up / spin down), the calculation gives 6.975 / 3.806 eV. As for the multiplicity: 2. Its charge is 0. The LUMO energy (spin up / spin down) comes out at 0.089 / -3.081 eV. Its HOMO energy (spin up / spin down) is -0.25304 / -0.25307 hartree. For the calculated total energy, the calculation gives -47061.659 eV.



Entry 4:
H28O14Xe | ωB97M-V with the def2-TZVPD basis set

Last column: Löwdin charge in e.
Geometry (Å):
Xe  -0.2333  0.0383  0.5243  0.70
O  2.8399  -1.9827  -1.2509  -0.04
H  2.8535  -1.3501  -0.5327  0.02
H  3.7264  -1.9561  -1.6109  0.07
O  -3.6611  -1.9748  -1.4649  -0.08
H  -3.4513  -1.0462  -1.3658  -0.05
H  -3.9455  -2.2509  -0.5937  0.01
O  1.4029  0.3599  3.5541  -0.09
H  2.1651  0.6581  4.0505  0.06
H  0.6657  0.8348  3.9379  0.01
O  -3.0207  0.5674  -1.5757  -0.07
H  -2.0734  0.7001  -1.6104  -0.05
H  -3.3247  1.1813  -0.9072  0.06
O  0.0178  3.7261  -0.7724  -0.05
H  -0.6022  4.4550  -0.7928  0.05
H  -0.2278  3.1811  -1.5200  0.00
O  0.3815  -3.3675  -0.7292  -0.07
H  1.1524  -2.8018  -0.7723  -0.02
H  0.5557  -4.0595  -1.3673  0.05
O  -2.0700  -3.8919  0.6282  -0.07
H  -2.2484  -4.5920  0.0003  0.03
H  -1.3689  -3.3804  0.2245  -0.03
O  -0.9117  2.1097  3.7005  -0.07
H  -1.1154  2.7722  3.0403  0.04
H  -1.2662  1.2962  3.3415  -0.05
O  -2.4022  -0.0965  3.1957  -0.08
H  -2.9583  -0.2635  2.4347  0.04
H  -2.2895  -0.9550  3.6037  0.06
O  1.6153  2.8137  1.3814  -0.09
H  0.9520  3.1315  0.7688  -0.04
H  1.3611  1.9087  1.5622  -0.11
O  -0.3094  1.4494  -2.4929  -0.12
H  0.0778  0.5815  -2.6068  -0.04
H  -0.7912  1.6058  -3.3051  0.08
O  0.6784  -0.9499  -2.8066  -0.06
H  1.4988  -1.3854  -2.5753  0.02
H  0.0996  -1.6601  -3.0839  0.07
O  3.1947  -0.1291  1.3018  -0.07
H  2.6501  -0.0072  2.0795  -0.03
H  3.6963  -0.9241  1.4823  0.04
O  2.4408  2.1450  -2.1593  -0.05
H  2.6859  1.6779  -2.9580  0.03
H  1.5592  1.8309  -1.9585  -0.03

Cartesian forces (eV/Å) of the 3 atoms listed first:
-0.08 -0.30 0.00
-0.10 -0.26 -0.38
-0.08 0.75 0.60

Its energy relative to the best compared isomer or geometry (same formula, charge and spin) is 0.5402 eV. For the frontier orbital gap, the calculation gives 10.018 eV. Its charge is 0. The LUMO energy comes out at -0.094 eV. Its HOMO energy is -0.37158 hartree. For the calculated total energy, the calculation gives -38082.710 eV.